{"formula": "C32H32N3O8PRuS4", "method": "ωB97M-V/def2-TZVPD", "spin_multiplicity": 6, "total_energy_ha": -4033.7773, "fmax_ev_per_a": 0.4, "total_charge": -1, "de_lowest_kcal_mol": 73.8, "e_lumo_ev": [2.17, 0.49], "elements": ["Ru", "S", "S", "S", "S", "P", "O", "O", "O", "O", "O", "O", "O", "O", "N", "N", "N", "C", "C", "C", "C", "C", "C", "C", "C", "C", "C", "C", "C", "C", "C", "C", "C", "C", "C", "C", "C", "C", "C", "C", "C", "C", "C", "C", "C", "C", "C", "C", "C", "H", "H", "H", "H", "H", "H", "H", "H", "H", "H", "H", "H", "H", "H", "H", "H", "H", "H", "H", "H", "H", "H", "H", "H", "H", "H", "H", "H", "H", "H", "H", "H"], "positions_angstrom": [[0.137, -0.271, 0.545], [1.865, 4.002, 0.134], [2.028, -1.813, 2.687], [-0.143, -3.274, -0.662], [-0.429, 0.020, 3.427], [-2.001, 0.791, -0.116], [1.177, -2.596, 4.136], [0.220, 1.172, 2.765], [-0.530, -1.891, -1.077], [0.879, -3.845, -1.509], [2.883, -0.954, 3.497], [-1.402, 0.302, 4.463], [0.123, -3.300, 0.767], [-0.967, -0.856, 2.299], [0.207, 4.143, -2.146], [1.898, -0.935, 1.165], [1.392, 0.591, -0.859], [5.296, -6.722, 1.222], [4.339, -0.483, 0.961], [-2.525, 0.357, -1.811], [5.071, 0.875, -0.909], [-5.200, -1.158, 2.543], [-3.324, 0.074, 0.903], [2.720, 0.446, -0.548], [2.962, -3.264, 2.209], [3.144, -3.616, 0.879], [-1.499, 3.266, 0.994], [-3.246, 4.633, -0.681], [-4.573, -1.884, 1.539], [-3.080, 3.269, -0.827], [5.351, 0.135, 0.208], [0.240, -3.610, 3.830], [-1.624, -4.262, -0.896], [3.518, -4.025, 3.226], [-4.885, 0.179, 2.729], [2.009, 1.889, -2.763], [-1.673, 4.636, 1.137], [-3.633, -1.273, 0.727], [-2.542, 5.316, 0.303], [1.059, 1.290, -1.925], [3.016, -0.346, 0.588], [4.275, -5.140, 2.900], [4.477, -5.509, 1.574], [0.892, 4.085, -1.200], [-2.206, 2.579, 0.013], [3.729, 1.040, -1.314], [-3.950, 0.797, 1.909], [3.899, -4.734, 0.572], [3.331, 1.782, -2.448], [5.623, -7.251, 2.116], [-1.087, 5.167, 1.875], [-1.947, -4.611, 0.081], [1.657, 2.490, -3.587], [0.526, -4.183, 2.946], [-0.787, 2.748, 1.625], [0.209, -4.282, 4.693], [2.673, -3.052, 0.089], [6.183, -6.441, 0.651], [-2.399, -3.653, -1.356], [4.598, -1.048, 1.842], [-3.700, 1.839, 2.064], [5.858, 1.350, -1.481], [4.022, -5.014, -0.467], [-2.654, 6.389, 0.399], [0.008, 1.427, -2.122], [-1.379, -5.100, -1.543], [4.086, 2.275, -3.048], [-3.605, 0.463, -1.913], [-5.357, 0.744, 3.521], [-3.905, 5.170, -1.351], [4.720, -7.415, 0.607], [-4.803, -2.934, 1.401], [6.378, 0.017, 0.532], [-5.923, -1.639, 3.189], [-2.225, -0.669, -2.007], [-3.623, 2.748, -1.605], [3.362, -3.736, 4.256], [-0.755, -3.191, 3.660], [4.713, -5.736, 3.694], [-2.035, 1.014, -2.529], [-3.111, -1.852, -0.027]], "atomic_forces_ev_per_a": [[0.1053, -0.0864, 0.0775], [0.0305, -0.0738, 0.0041], [-0.1985, -0.0086, 0.3550], [-0.1213, -0.0409, 0.1033], [0.0927, 0.2815, -0.0487], [0.0936, -0.1722, -0.0412], [0.0601, -0.1000, -0.0039], [-0.0625, 0.0012, 0.1044], [0.0228, 0.0705, 0.1412], [0.0213, 0.0504, -0.0270], [0.0884, -0.0439, 0.0417], [-0.1275, -0.0700, -0.1031], [-0.0098, -0.0865, -0.0433], [0.1378, -0.0587, -0.1059], [-0.0676, -0.1039, 0.0166], [0.0186, -0.0235, 0.0038], [-0.1114, 0.0448, -0.0052], [0.0007, -0.0018, -0.0035], [-0.0319, -0.0281, 0.0419], [-0.0100, 0.0547, -0.0077], [-0.0056, -0.0162, 0.0252], [-0.0037, 0.0102, 0.0075], [-0.0367, 0.0141, -0.0067], [0.0411, -0.0377, -0.0367], [-0.0032, 0.1167, -0.2573], [-0.0830, -0.0527, 0.0054], [0.0592, 0.0212, -0.0546], [0.0036, 0.0107, -0.0225], [0.0126, 0.0010, -0.0067], [-0.0277, -0.0126, 0.0326], [0.0259, 0.0262, -0.0240], [-0.0270, 0.0201, -0.0304], [0.0008, 0.0492, -0.0844], [0.1049, 0.0502, 0.0037], [-0.0012, -0.0065, 0.0020], [0.1089, -0.0734, -0.1160], [0.0352, -0.0014, -0.0133], [-0.0194, -0.0100, 0.0120], [0.0082, 0.0218, -0.0070], [0.0196, -0.0623, 0.0464], [0.0784, -0.0287, -0.1163], [-0.0060, 0.0099, 0.0170], [-0.0055, 0.0011, -0.0066], [-0.1317, 0.4238, 0.0560], [0.0033, -0.0028, 0.0411], [-0.0303, -0.0276, 0.0459], [-0.0152, -0.0036, -0.0215], [-0.0040, -0.0152, 0.0171], [-0.0483, -0.0005, -0.0295], [-0.0001, -0.0008, 0.0016], [-0.0021, 0.0017, 0.0043], [-0.0213, 0.0069, 0.0021], [0.0107, -0.0282, 0.0128], [0.0069, -0.0146, 0.0187], [-0.0131, 0.0103, -0.0035], [-0.0056, 0.0128, 0.0108], [0.0350, -0.0003, -0.0003], [-0.0008, 0.0010, -0.0004], [0.0130, -0.0056, -0.0222], [-0.0082, -0.0016, 0.0005], [-0.0007, -0.0009, 0.0060], [0.0023, -0.0007, -0.0005], [0.0014, 0.0023, -0.0022], [-0.0063, -0.0001, 0.0015], [0.0033, -0.0039, -0.0110], [0.0111, -0.0105, 0.0159], [-0.0040, -0.0017, -0.0055], [-0.0002, 0.0005, 0.0052], [0.0003, -0.0018, 0.0026], [-0.0060, 0.0003, 0.0063], [0.0004, -0.0009, -0.0009], [-0.0002, -0.0011, 0.0024], [0.0027, 0.0006, -0.0061], [-0.0014, 0.0003, 0.0002], [-0.0055, -0.0019, -0.0041], [-0.0030, -0.0015, -0.0024], [-0.0050, 0.0078, 0.0044], [0.0012, -0.0107, -0.0142], [0.0017, -0.0024, 0.0003], [0.0082, 0.0051, 0.0004], [0.0009, 0.0095, -0.0010]], "lowdin_charge": [1.290, 0.439, 0.900, 0.405, 0.604, 0.967, -0.370, -0.429, -0.473, -0.332, -0.358, -0.338, -0.374, -0.538, 0.018, -0.270, -0.014, -0.057, -0.004, -0.237, -0.033, -0.087, -0.358, -0.165, -0.308, -0.062, -0.118, -0.086, -0.077, -0.093, -0.062, -0.175, -0.131, -0.054, -0.075, -0.070, -0.079, -0.096, -0.078, -0.130, -0.263, -0.038, -0.273, -1.032, -0.376, -0.163, -0.072, -0.020, 0.007, 0.069, 0.108, 0.058, 0.103, 0.062, 0.066, 0.085, 0.088, 0.079, 0.046, 0.103, 0.107, 0.110, 0.121, 0.101, 0.081, 0.054, 0.123, 0.052, 0.104, 0.099, 0.079, 0.101, 0.104, 0.098, 0.020, 0.094, 0.118, 0.072, 0.107, 0.045, 0.083]}